147
Properties=species:S:1:pos:R:3:forces:R:3:mulliken_charge:R:1 method="wB97M-V/def2-TZVPD" smiles="C[N+](=O)[O-].c1ccccc1.COCCOC.COCCOC.COCCOC.COCCOC.COCCOC.COCCOC.COCCOC.COCCOC" energy_ha=-2947.9036 max_force_ev_per_a=3.75 lumo_energy_ev=0.445
C 4.644118 -0.258513 6.012342 0.5416 -0.1084 -0.7335 -0.54
N 3.416988 -0.917443 5.499830 -0.8164 -0.8135 0.6920 0.90
O 2.937285 -0.649220 4.420273 0.5088 0.4893 0.0357 -0.44
O 2.943695 -1.765015 6.247160 0.1210 0.1276 -0.1880 -0.58
H 4.847246 -0.672833 6.989596 -0.1919 0.2148 0.1540 0.35
H 4.548352 0.821263 5.967372 -0.2150 -0.0228 0.0799 0.26
H 5.445629 -0.537411 5.328840 -0.0842 0.1229 -0.0911 0.03
C -5.207971 -4.875631 -1.820019 0.0938 0.2676 0.0422 -0.98
O -3.877004 -4.392434 -1.742475 -1.3250 -3.4959 0.2472 -0.11
C -2.957187 -5.458881 -1.637338 0.6109 0.7274 -0.5990 -0.76
C -1.558000 -4.857816 -1.585965 0.5913 -1.2148 0.5274 -0.67
O -1.394862 -3.955358 -0.518869 0.4970 -0.8928 0.2996 -0.42
C -0.055087 -3.519094 -0.400805 -0.1041 -0.4772 0.8352 -0.39
H -5.853332 -3.999656 -1.793357 -0.0760 0.0279 -0.2100 0.30
H -5.480203 -5.491723 -0.958641 0.1479 -0.1734 -0.0178 0.31
H -5.342207 -5.429424 -2.751946 -0.2243 -0.0822 0.0117 0.30
H -2.978116 -6.052903 -2.558454 -0.1052 -0.2636 0.0244 0.40
H -3.146183 -6.117593 -0.787916 -0.1179 0.1346 0.2068 0.42
H -1.279214 -4.398628 -2.539323 -0.0812 0.0573 -0.1147 0.16
H -0.870527 -5.696192 -1.399835 0.0377 -0.0414 -0.3204 0.38
H 0.601685 -4.392128 -0.402541 0.2919 0.1732 -0.4287 0.44
H 0.047846 -3.063613 0.587797 -0.2000 -0.2266 -0.0666 0.02
H 0.204661 -2.736055 -1.114263 0.1527 -0.6422 -0.4432 0.26
C 0.561210 4.484578 2.480424 0.4562 0.4931 0.9396 -0.54
O 0.220891 4.859300 1.169486 -0.3482 -0.2821 -0.0789 -0.28
C -1.149496 5.200244 1.002825 -0.1443 0.2174 -0.4020 -0.57
C -1.559753 5.188388 -0.461139 0.2189 -0.6037 0.0861 0.71
O -0.994577 6.208963 -1.242756 -0.4010 0.3221 -0.3354 -0.46
C 0.403343 6.262627 -1.357987 0.5347 0.7248 0.4230 -0.51
H -0.166024 4.819182 3.228306 -0.1700 0.0241 -0.1990 0.43
H 1.496384 4.985366 2.751955 0.0227 -0.0434 -0.1326 0.25
H 0.723052 3.415494 2.652007 -0.2152 -0.1006 -0.5167 -0.04
H -1.344332 6.225120 1.339736 0.1804 0.0382 0.3363 0.34
H -1.797689 4.520828 1.560440 -0.0136 -0.1408 -0.0443 0.41
H -2.640599 5.340213 -0.498959 0.0248 0.0999 0.0390 0.07
H -1.381854 4.208293 -0.927583 0.2046 -0.0281 0.1827 -0.46
H 0.877989 5.312759 -1.614506 -0.1578 -0.1117 -0.0534 0.10
H 0.863597 6.651131 -0.442888 -0.0318 -0.3612 0.1269 0.25
H 0.642385 7.028496 -2.097892 -0.2059 -0.2855 -0.3277 0.32
C -3.464902 0.277081 -4.390917 -0.6233 0.5246 -0.8177 -0.79
O -3.738697 -0.504504 -3.265414 0.2320 0.0913 0.4340 -0.30
C -2.853535 -1.577064 -3.053670 0.4643 -0.1230 -0.9314 -0.38
C -3.104481 -2.253164 -1.740055 0.0919 0.8126 -0.0188 1.98
O -2.764768 -1.349689 -0.712720 0.5981 0.3690 -0.2344 0.53
C -2.800689 -1.802512 0.621046 -0.1542 1.5025 0.4171 -0.46
H -2.463500 0.700213 -4.510305 0.2115 -0.3313 0.5412 0.24
H -4.142698 1.132729 -4.338574 0.0030 -0.0073 0.0260 0.24
H -3.705421 -0.230296 -5.336591 0.0275 -0.2749 0.1093 0.35
H -1.804582 -1.258676 -3.160914 0.0243 0.3784 0.5372 -0.38
H -2.910334 -2.289042 -3.894182 -0.5167 -0.2683 0.1603 0.54
H -2.512515 -3.174709 -1.668866 -0.5131 2.2484 -0.3435 -1.19
H -4.147299 -2.581352 -1.646712 0.2519 1.0948 -0.0427 -0.28
H -2.246990 -2.720622 0.818869 -0.5635 0.0858 -0.0006 0.21
H -3.821672 -1.754283 1.017349 -0.1615 -0.7755 -0.1176 0.63
H -2.329916 -0.968987 1.154872 0.2664 -0.2302 0.1979 -0.49
C 3.436012 -2.096580 -1.781567 -0.1588 0.0151 0.4596 0.12
O 2.562927 -3.157632 -2.145759 0.4155 -0.2612 -0.0552 -0.40
C 2.193016 -3.132841 -3.501313 -0.3970 0.2715 -0.6417 0.37
C 3.339912 -3.345960 -4.488747 0.5845 -0.0735 1.4322 -1.02
O 4.044088 -2.106720 -4.578985 -0.2741 -0.2634 -1.0815 -0.13
C 4.670100 -1.984726 -5.838473 0.2148 0.0173 -0.3623 -0.97
H 3.409906 -2.014614 -0.695552 -0.1239 -0.0442 -0.0951 -0.27
H 3.068046 -1.163438 -2.212862 0.1682 0.1351 0.0360 0.02
H 4.477897 -2.260585 -2.059515 -0.0608 -0.0933 -0.3599 0.36
H 1.744740 -2.159260 -3.734176 -0.0002 -0.0894 0.0400 -0.30
H 1.404130 -3.871755 -3.651023 0.1442 -0.2353 0.1553 0.40
H 3.075737 -3.751031 -5.466563 -0.4719 0.3363 -0.0726 0.59
H 4.005235 -4.095068 -4.034319 0.0596 -0.0397 -0.0875 0.33
H 5.510232 -2.678717 -5.928459 0.2253 0.1133 0.0683 0.34
H 4.992974 -0.958919 -6.003617 0.2026 0.0174 0.3717 0.28
H 4.013424 -2.208772 -6.687528 -0.3498 -0.0934 0.2228 0.35
C -7.111212 3.908714 -0.425256 0.4571 0.0262 0.1197 -0.76
O -6.217093 2.834496 -0.235286 -0.2056 -0.0506 0.1073 -0.37
C -5.031802 2.963730 -1.017979 -0.7591 -0.6853 0.5612 -0.67
C -4.023080 1.968181 -0.478504 1.0308 0.6388 -1.0151 0.63
O -3.428032 2.395167 0.730264 -0.0883 -0.0600 0.3674 0.10
C -4.123032 2.065702 1.918554 -0.1069 -0.3882 -0.0015 -0.76
H -6.589261 4.847002 -0.195762 -0.1418 0.1221 -0.1939 0.31
H -7.933469 3.816014 0.280803 -0.0495 -0.2006 -0.0740 0.27
H -7.487312 3.926627 -1.452984 -0.0818 0.1175 0.0052 0.29
H -4.706704 4.004788 -0.929275 0.4239 -0.0724 -0.1971 0.26
H -5.272582 2.705940 -2.056932 0.1517 0.1941 -0.1382 0.39
H -3.168787 1.930133 -1.165206 -0.0875 0.2421 -0.2302 -0.54
H -4.372594 0.934348 -0.558867 -0.3669 0.0127 0.8032 0.27
H -5.102165 2.543136 1.981678 -0.0343 -0.0657 -0.1225 0.32
H -3.535751 2.377236 2.782274 0.2183 0.0958 -0.1705 0.24
H -4.231534 0.977205 1.970671 -0.2034 -0.0139 0.1104 0.13
C -0.422763 0.468401 3.536798 -0.0833 0.2434 -0.5653 0.33
O -1.156818 -0.146809 4.563913 0.0234 0.1957 0.6080 -0.47
C -1.027934 -1.550587 4.512800 -0.5348 0.1355 0.1626 0.27
C -1.906943 -2.276284 5.518779 -0.0369 -0.5177 -0.6994 -0.82
O -3.271281 -2.382082 5.144443 -0.1196 0.1368 -0.0185 -0.40
C -3.889867 -1.119724 5.032016 -0.1977 0.4899 0.2209 -0.39
H -0.615558 1.542369 3.499262 -0.0955 -0.0186 0.4970 0.04
H -0.774470 0.111908 2.561048 0.3201 -0.2256 0.0029 -0.10
H 0.653385 0.309082 3.657088 -0.0208 -0.1089 -0.1636 0.02
H 0.000725 -1.876933 4.702103 0.1686 0.1798 -0.2035 0.31
H -1.366161 -1.873860 3.519516 0.2673 -0.2676 -0.0975 -0.08
H -1.815151 -1.929026 6.549249 0.1150 0.3097 0.0160 0.38
H -1.535247 -3.300542 5.458096 -0.0657 -0.1195 0.3331 0.35
H -3.562562 -0.580151 4.140195 0.0864 0.0226 0.0696 0.01
H -3.669750 -0.513100 5.918124 0.1319 0.1277 -0.0985 0.31
H -4.976605 -1.199545 4.989547 0.0429 -0.5260 -0.0594 0.28
C -2.270447 3.795423 -3.989999 -0.2915 -0.0857 -0.0344 -0.41
O -1.329263 2.786268 -4.263778 0.3424 -0.0089 -0.4412 -0.37
C -0.390736 2.566513 -3.251286 0.1952 -0.9213 0.6523 0.61
C 0.375692 1.268975 -3.477219 0.6886 1.1416 0.2165 0.60
O 1.040941 1.326266 -4.718332 -0.5472 -0.5712 -0.1023 -0.51
C 1.572290 0.060820 -5.033397 -0.1774 0.2544 -0.1296 -0.75
H -1.852630 4.660363 -3.463564 0.0933 -0.1540 0.1493 0.18
H -3.101246 3.350790 -3.425078 0.0099 0.3085 0.1658 0.00
H -2.661680 4.160444 -4.941295 0.0212 -0.1299 -0.0055 0.33
H -0.872805 2.362454 -2.284051 -0.1982 0.5114 0.0882 -0.59
H 0.304862 3.401560 -3.141563 -0.0233 0.1879 -0.0670 0.33
H -0.292018 0.417081 -3.299091 -0.0107 -0.1528 -0.6678 -0.92
H 1.172343 1.189798 -2.723320 -0.3087 0.0562 0.3918 0.58
H 0.775808 -0.693059 -4.992699 0.0110 -0.0656 -0.2294 0.25
H 2.350212 -0.259327 -4.333952 0.1354 0.2093 -0.0608 0.35
H 1.968966 0.145534 -6.042641 0.1190 -0.2332 -0.0078 0.29
C 7.841561 1.861726 4.504053 -0.1120 -1.2619 0.4287 -0.84
O 6.953626 0.861864 4.011523 -0.0995 0.1733 -0.1562 -0.17
C 7.515431 0.038714 3.009798 0.5570 0.0706 0.7751 -0.65
C 6.885340 -1.322571 3.000405 -1.0574 -0.6363 -0.6860 -0.69
O 5.501216 -1.259744 2.726365 -0.0850 0.8866 -0.0450 -0.08
C 4.856412 -2.492372 2.530816 0.7039 -0.2504 0.2737 -0.75
H 8.249260 2.544008 3.755768 -0.3042 0.0375 -0.1583 0.29
H 8.671966 1.315192 4.970897 0.1823 0.4027 0.0809 0.37
H 7.268067 2.363715 5.279232 0.2084 0.3637 -0.0953 0.22
H 8.559494 -0.203600 3.265093 0.1406 0.3739 -0.1074 0.42
H 7.499974 0.586383 2.065804 -0.1266 -0.3640 -0.2797 0.34
H 7.002134 -1.863657 3.947338 0.3624 0.2299 0.1790 0.34
H 7.374333 -1.925462 2.223546 0.1853 0.0222 -0.0088 0.39
H 3.788659 -2.295857 2.579889 -0.0178 -0.1636 -0.1455 -0.02
H 5.141737 -3.199787 3.324389 -0.2049 0.0151 0.0211 0.46
H 5.170894 -2.944052 1.580972 -0.2659 0.0317 -0.0640 0.33
C 1.564499 -0.937545 0.743677 0.3049 0.0612 0.3507 0.34
C 2.532571 0.017415 1.057248 -0.9906 -0.0812 0.1896 -0.04
C 2.178123 1.349503 0.867115 0.1619 -0.0579 0.0982 -1.38
C 0.924264 1.712298 0.365085 0.3861 0.3512 -0.1797 -0.23
C 0.006867 0.751595 -0.026194 0.6351 -0.3230 -0.0146 0.05
C 0.369787 -0.577708 0.162345 -0.7819 -0.0396 -0.3043 1.55
H 1.698761 -1.975522 1.030589 0.3166 -0.0169 -0.2707 0.09
H 3.448528 -0.309480 1.529327 0.1845 0.3544 -0.0440 0.26
H 2.864894 2.141218 1.142499 0.0653 -0.0294 -0.0185 0.38
H 0.739404 2.774742 0.254455 -0.2524 -0.0490 -0.0360 0.58
H -0.945951 0.976930 -0.488413 -0.0479 0.1334 0.1553 -0.29
H -0.309188 -1.362504 -0.151177 -0.0895 0.7895 0.2745 -1.57